(1)
C3H4N4 | ωB97M-V/def2-TZVPD

Geometry as XYZ:
```
11
C3H4N4 ωB97M-V/def2-TZVPD
C 0.0640 1.2240 0.1462
C -1.3731 0.9944 0.0209
C 1.3440 -0.8564 -0.3339
N 0.9889 0.4695 -0.1732
N 1.6222 -1.8230 0.4059
N -2.2234 -1.2447 -0.1735
N -1.7798 -0.2138 -0.0109
H 0.2200 2.3088 0.1457
H -1.9160 1.8862 -0.1370
H 1.6404 -1.0309 -1.3641
H 1.4129 -1.7140 1.4738
```

LUMO level: 0.018 eV
HOMO energy: -9.00 eV
Max |F|: 3.95 eV Å⁻¹
Energy above the lowest of the compared OMol25 structures with the same formula, charge and spin: 97.7 kcal/mol


(2)
C3H4N4 | ωB97M-V/def2-TZVPD

Geometry as XYZ:
```
11
C3H4N4 ωB97M-V/def2-TZVPD
C 1.1167 1.0418 1.5578
C -0.5902 -0.5752 -1.1284
C -0.3980 -0.5606 0.4354
N 2.0233 1.1563 2.2388
N 0.0115 0.6665 -1.6168
N 0.4116 1.3909 -0.7935
N 0.1652 0.7827 0.6929
H -0.0469 -1.3356 -1.6360
H -1.5652 -0.6562 -1.3132
H -1.3589 -0.4787 0.9949
H 0.2309 -1.4321 0.5681
```

LUMO level: 0.646 eV
HOMO energy: -9.73 eV
SMILES: N#CN1CCN=N1
Max |F|: 4.15 eV Å⁻¹
Energy above the lowest of the compared OMol25 structures with the same formula, charge and spin: 91.1 kcal/mol


(3)
C3H4N4O | ωB97M-V/def2-TZVPD

Geometry as XYZ:
```
12
C3H4N4O ωB97M-V/def2-TZVPD
C -0.9424 0.0004 -0.9427
C 1.0048 0.5347 -1.4163
C 0.9406 0.0920 0.0401
H -1.0914 0.5632 1.9751
H -1.7230 -1.2863 1.2941
H -2.1100 -0.1334 -1.0046
H 1.5962 -0.5278 1.5868
N -0.9438 -0.5918 1.4617
N -0.2885 -0.2399 0.2710
N -0.2506 0.3847 -1.9442
N 1.9848 0.1171 0.7694
O 1.8233 1.0871 -2.0904
```

LUMO level: -0.534 eV
HOMO energy: -9.63 eV
SMILES: [H]/N=C1/C(=O)N=CN1N
Max |F|: 6.20 eV Å⁻¹
Energy above the lowest of the compared OMol25 structures with the same formula, charge and spin: 92.5 kcal/mol


(4)
C3H4N4O | ωB97M-V/def2-TZVPD

Geometry as XYZ:
```
12
C3H4N4O ωB97M-V/def2-TZVPD
C 1.5689 1.1312 0.8672
C -0.5766 0.3117 0.3959
C -0.6096 -1.3280 -1.3337
H 2.0030 0.2203 1.5348
H 1.7185 0.9921 -0.2791
H 2.0293 2.1341 1.3031
H -0.0205 -1.6911 -2.2836
N 0.0493 1.1952 1.1077
N -1.9722 0.0839 0.5719
N -2.4718 -0.9622 -0.0563
N -1.8883 -1.5185 -1.2466
O 0.1699 -0.5688 -0.5812
```

LUMO level: -1.153 eV
HOMO energy: -10.09 eV
SMILES: C/N=c1/nnnco1
Max |F|: 4.50 eV Å⁻¹
Energy above the lowest of the compared OMol25 structures with the same formula, charge and spin: 111.9 kcal/mol


(5)
C3H4N4O | ωB97M-V/def2-TZVPD

Geometry as XYZ:
```
12
C3H4N4O ωB97M-V/def2-TZVPD
C -1.2491 0.9405 -0.1154
C -0.5931 -0.2943 -0.0119
C 0.8112 -0.0171 -0.0830
N -0.3897 1.9347 -0.0458
N 1.8286 -0.8462 -0.0430
N 0.8042 1.5189 0.0294
N -1.0507 -1.5891 -0.0537
O 3.0458 -0.4710 -0.0258
H -2.3351 0.9138 -0.2226
H 1.5545 2.0657 0.3133
H -1.8671 -1.7599 0.5767
H -0.5594 -2.3960 -0.3181
```

LUMO level: -0.871 eV
HOMO energy: -8.78 eV
SMILES: Nc1cn[nH]c1N=O
Max |F|: 5.71 eV Å⁻¹
Energy above the lowest of the compared OMol25 structures with the same formula, charge and spin: 96.8 kcal/mol


(6)
C3H4N4O | ωB97M-V/def2-TZVPD

Geometry as XYZ:
```
12
C3H4N4O ωB97M-V/def2-TZVPD
C -2.1838 0.0511 0.0231
C -1.1671 -0.7892 -0.0336
C 0.7873 0.8763 -0.0980
H -3.1817 -0.3437 0.0631
H -2.0519 1.0868 0.0049
H -1.3136 -1.8615 0.0660
H 2.9201 1.0974 0.1978
N 0.2291 -0.4028 -0.1330
N 1.1643 -1.3708 -0.0653
N 2.3234 -0.8216 0.0178
N 2.1242 0.4629 0.0006
O 0.3499 2.0152 -0.0432
```

LUMO level: 0.920 eV
HOMO energy: -9.40 eV
SMILES: C=Cn1nn[nH]c1=O
Max |F|: 3.65 eV Å⁻¹
Energy above the lowest of the compared OMol25 structures with the same formula, charge and spin: 47.4 kcal/mol